ORCA calculation (wB97M-V/def2-TZVPD) on 7 unconnected molecules or ions with the total composition C27H59BN8O11PS at a distorted geometry.

XYZ file:
```
108
C27H59BN8O11PS wB97M-V/def2-TZVPD
C 0.5390 5.3144 -3.6802
O 1.1034 4.0518 -3.2602
C 0.5973 2.9372 -3.9995
C -0.1660 2.0258 -2.9499
C 0.6860 1.2190 -2.0213
B 2.3023 1.2305 -2.0239
O 3.1054 2.2032 -1.4370
O 2.9492 0.1199 -2.6409
C 2.9456 0.2215 -4.0767
C 0.0429 0.3490 -0.9776
C -1.4406 0.3479 -0.9279
C -2.1971 1.1796 -1.8777
S -4.0404 1.0969 -1.6448
C -4.7621 2.7256 -1.1595
O -4.6849 0.5054 -2.8283
O -4.3223 0.1868 -0.5108
N -1.5708 1.9882 -2.8529
P -2.5397 3.0018 -3.9421
N -2.3265 2.4812 -5.4229
H -0.4018 5.2359 -4.2854
H 0.2537 5.8691 -2.7290
H 1.3328 5.9619 -4.1627
H 1.4984 2.4089 -4.4412
H -0.0402 3.2174 -4.8901
H 4.0236 1.8619 -1.5294
H 3.3639 1.1970 -4.4690
H 1.8827 0.1247 -4.4745
H 3.5314 -0.6019 -4.5779
H 0.6442 -0.2736 -0.2597
H -1.9437 -0.2670 -0.1363
H -5.5525 2.9764 -1.9298
H -5.2373 2.6934 -0.1358
H -3.9641 3.5153 -1.2459
H -3.9362 2.9655 -3.6833
H -2.1193 4.3547 -3.7570
H -3.2224 2.2173 -5.8427
C 1.6109 4.9817 -0.2013
C 1.6902 6.2962 0.5273
O 0.6882 6.8655 0.9379
N 2.9203 6.8410 0.7178
C 4.2021 6.3073 0.3003
H 0.5710 4.6694 -0.2813
H 2.0192 5.0899 -1.2068
H 2.1623 4.2150 0.3463
H 2.9044 7.7214 1.2114
H 4.8244 6.1641 1.1854
H 4.6807 7.0299 -0.3631
H 4.0974 5.3589 -0.2202
C -0.0640 -4.4998 -1.9346
C -0.9183 -3.5172 -1.1796
O -0.4379 -2.7043 -0.3854
N -2.2512 -3.5494 -1.3994
C -2.9834 -4.4304 -2.2883
H 0.9820 -4.3644 -1.6643
H -0.3590 -5.5210 -1.6808
H -0.1681 -4.3344 -3.0085
H -2.7715 -2.8679 -0.8654
H -3.5163 -3.8206 -3.0200
H -3.7045 -4.9959 -1.6965
H -2.3261 -5.1214 -2.8090
C -3.1307 -4.0816 3.0677
C -4.0136 -3.5546 1.9664
O -4.3072 -4.2263 0.9881
N -4.4868 -2.2833 2.0903
C -4.2460 -1.3475 3.1703
H -2.8286 -5.1010 2.8383
H -2.2339 -3.4644 3.1548
H -3.6754 -4.0850 4.0140
H -5.0716 -1.9887 1.3212
H -5.2051 -1.0725 3.6128
H -3.7707 -0.4548 2.7581
H -3.6059 -1.7703 3.9396
C 1.2698 -9.5607 0.6180
C 1.0407 -8.2885 -0.1555
O 0.4030 -8.2644 -1.1998
N 1.5737 -7.1404 0.3489
C 2.3511 -6.9817 1.5618
H 0.7925 -10.3921 0.1042
H 2.3397 -9.7656 0.6919
H 0.8365 -9.4741 1.6164
H 1.3868 -6.3230 -0.2135
H 1.8301 -6.2796 2.2179
H 3.3269 -6.5712 1.2960
H 2.4904 -7.9246 2.0839
C 6.7389 -7.8376 4.6535
C 5.2974 -7.9124 4.2207
O 4.9082 -8.7176 3.3877
N 4.4213 -7.0410 4.7945
C 4.7018 -6.0264 5.7911
H 7.3207 -8.5849 4.1188
H 7.1468 -6.8507 4.4252
H 6.8183 -8.0361 5.7242
H 3.4728 -7.1402 4.4645
H 4.0978 -6.2319 6.6768
H 4.4241 -5.0521 5.3841
H 5.7514 -6.0106 6.0707
C -1.5618 8.5158 1.8328
C -2.4694 9.0099 0.7360
O -2.7432 8.3266 -0.2444
N -2.9895 10.2607 0.8632
C -2.7790 11.2041 1.9432
H -1.2227 7.5123 1.6022
H -0.6891 9.1656 1.9166
H -2.1037 8.4913 2.7815
H -3.5883 10.5332 0.0977
H -3.7457 11.4423 2.3909
H -2.3399 12.1141 1.5301
H -2.1196 10.8049 2.7087
```

The calculated total energy is -84192.55497 eV. The calculation puts the frontier orbital gap at 5.78 eV. The net charge is +1. As for the spin multiplicity: 1.

Löwdin population analysis, charges in e, atoms 1 to 4: number 1, C, carries -0.079; number 2, O, carries -0.205; number 3, C, carries -0.143; number 4, C, carries -0.046

***

ORCA calculation (wB97M-V/def2-TZVPD) on a molecular structure, C27H60BeF12N2O31S4 at a distorted geometry.

XYZ file:
```
137
C27H60BeF12N2O31S4 wB97M-V/def2-TZVPD
Be 3.5971 2.6986 0.0071
C 8.0723 -0.5768 -0.6207
F 8.7779 -0.1468 0.3880
F 7.9760 0.4163 -1.5356
F 8.6162 -1.6330 -1.1410
S 6.3011 -1.0035 0.0394
O 5.4124 -0.7481 -1.0856
O 6.3159 -2.4231 0.3459
N 5.9179 0.1391 1.2991
S 6.3333 -0.7138 2.5953
O 5.2494 -1.5365 3.1068
O 7.6296 -1.4092 2.4717
C 6.6326 0.6997 3.9157
F 7.8810 1.1251 3.7313
F 5.7734 1.6953 3.5869
F 6.4413 0.2477 5.1737
C -1.2174 2.1278 -2.9015
F -0.8276 3.4407 -2.7234
F -2.1038 1.7445 -1.9807
F -1.9057 2.0081 -4.0787
S 0.3372 0.8968 -2.8187
O -0.0904 -0.3326 -3.5213
O 1.4807 1.6205 -3.3873
N 0.6621 0.8308 -1.0608
S -0.0441 -0.5509 -0.7755
O -1.4261 -0.7842 -1.1678
O 0.8549 -1.6631 -1.0338
C -0.0692 -0.4892 1.1502
F -1.0351 0.3872 1.5816
F -0.3284 -1.7309 1.6488
F 1.0441 0.0018 1.6359
O 5.2382 3.6016 -2.9452
H 4.9974 3.1061 -3.7280
H 6.0143 4.0981 -3.2048
O 0.7530 -1.7391 -8.1740
H 0.6891 -1.5085 -7.2471
H 0.0753 -1.2137 -8.5992
O 2.2435 3.7478 3.1532
H 2.6402 4.3332 3.7983
H 1.5219 3.3282 3.6216
O 2.1412 5.9437 -0.9282
H 1.1980 5.9421 -1.0916
H 2.3997 6.8603 -1.0238
C 1.8396 -5.0108 -4.5744
C 2.4618 -6.3171 -4.1390
C 3.1424 -6.3028 -2.7835
O 2.3233 -7.1768 -2.0339
C 1.4343 -7.7989 -2.7723
O 0.6486 -8.7260 -2.4828
O 1.4919 -7.3118 -4.0307
H 2.4732 -4.1251 -4.6205
H 1.0280 -4.7888 -3.8814
H 1.3533 -5.0712 -5.5480
H 3.0824 -6.7559 -4.9204
H 3.3589 -5.3145 -2.3780
H 4.1101 -6.8034 -2.7534
C 3.0480 -6.1971 4.4964
C 3.3192 -7.0329 3.2580
C 4.6807 -6.7700 2.6619
O 5.3758 -7.9821 2.6726
C 4.6128 -8.9261 3.2482
O 4.9226 -10.1287 3.3006
O 3.4538 -8.3621 3.7454
H 2.8664 -5.1634 4.2020
H 3.8449 -6.2404 5.2388
H 2.1974 -6.5534 5.0774
H 2.5158 -6.9582 2.5250
H 5.2457 -6.0675 3.2747
H 4.5287 -6.3667 1.6608
C -5.9863 2.5229 3.1159
C -6.2914 1.7399 4.3624
C -5.1948 1.3185 5.3106
O -5.5895 1.9178 6.5485
C -6.7687 2.5404 6.4365
O -7.3112 3.0144 7.3530
O -7.1248 2.5071 5.1364
H -5.1034 2.2035 2.5622
H -5.8130 3.5844 3.2931
H -6.8091 2.3938 2.4127
H -6.8886 0.8806 4.0573
H -4.1914 1.6257 5.0160
H -5.0903 0.2341 5.2770
C -2.5628 -6.3418 0.7056
C -3.7838 -5.7769 1.4264
C -3.5134 -5.2869 2.7965
O -4.1245 -4.0481 2.8913
C -4.5934 -3.6776 1.7254
O -5.1334 -2.6105 1.4158
O -4.2469 -4.6186 0.7832
H -1.8657 -5.5302 0.4969
H -2.8195 -6.7960 -0.2515
H -1.9944 -7.0816 1.2692
H -4.5855 -6.5126 1.4922
H -2.4309 -5.1859 2.8744
H -3.8237 -6.0441 3.5166
C 2.3864 6.3296 -5.8091
O 2.6043 5.3867 -6.8658
H 1.5310 5.9363 -5.2598
H 3.1627 6.3110 -5.0442
H 2.2229 7.3489 -6.1590
H 3.1705 4.6806 -6.5459
C -2.1473 6.1914 0.7757
O -1.6193 7.0129 -0.2438
H -2.0069 6.5454 1.7970
H -3.2245 6.0269 0.7512
H -1.6561 5.2238 0.6723
H -1.7730 7.9380 -0.0386
C -0.8487 4.2181 6.4366
O -0.5729 3.1515 5.6127
H -1.4203 3.7586 7.2430
H 0.1027 4.5361 6.8632
H -1.4020 4.9827 5.8914
H -0.6004 2.3664 6.1645
C 1.6061 -0.5950 7.5107
O 0.1584 -0.5534 7.4738
H 2.0400 -0.2445 8.4472
H 1.9402 -1.6236 7.3749
H 1.9729 -0.0201 6.6603
H -0.2135 -1.4112 7.6915
C -6.4911 0.1166 -5.2101
O -6.0679 -0.5300 -6.3937
H -6.6956 1.1858 -5.2649
H -7.2885 -0.5494 -4.8805
H -5.6697 -0.0568 -4.5148
H -5.2451 -0.1052 -6.6470
C -3.2952 9.1121 -4.3853
O -4.6557 9.4903 -4.1489
H -3.0992 8.0577 -4.1905
H -2.9967 9.4345 -5.3828
H -2.7118 9.6877 -3.6667
H -4.7578 10.4442 -4.1847
C -5.4278 4.2229 -8.2822
O -6.7479 4.6238 -7.9752
H -4.7452 4.9276 -7.8072
H -5.3492 3.1932 -7.9336
H -5.2209 4.1216 -9.3476
H -6.8380 5.5674 -8.1272
```

The calculated total energy is -171757.98753 eV. The calculation puts the frontier orbital gap at 2.56 eV. The net charge is 0. As for the spin multiplicity: 1.

Löwdin population analysis, charges in e, atoms 1 to 4: number 1, Be, carries 1.078; number 2, C, carries -0.673; number 3, F, carries 0.155; number 4, F, carries 0.124